[1]
# C2H10O3Si2

2 unconnected molecules or ions with the total composition C2H10O3Si2 at a distorted geometry (ωB97M-V/def2-TZVPD, the Open Molecules 2025 dataset).

The value obtained for the orbital gap (alpha / beta) is 6.9 / 7.2 eV. As for the maximum force: 3.0 eV/A. The energy above the lowest of the compared OMol25 structures with the same formula, charge and spin is 707.8 kJ/mol. Its net charge is 0. As for the HOMO energy (alpha / beta): -7.7 / -7.8 eV. For the total energy, the calculation gives -24132.061 eV.

The geometry in XYZ format:
```
17
Properties=species:S:1:pos:R:3:lowdin_charge:R:1
C 0.12 0.12 -2.83 -0.14
C -0.04 -1.97 1.45 -0.14
O 2.81 -0.08 0.04 -0.16
O 1.05 0.09 -1.81 -0.29
O 0.63 -1.34 0.38 -0.25
Si -1.97 2.08 1.87 0.56
Si 1.19 0.07 -0.16 0.36
H 0.80 -0.08 -3.69 0.10
H -0.18 1.19 -2.96 0.10
H -0.57 -0.61 -2.53 0.07
H -0.19 -2.93 1.04 0.06
H -1.09 -1.55 1.73 0.10
H 0.56 -2.15 2.34 0.08
H 3.49 0.12 -0.65 0.08
H -1.82 2.99 0.69 -0.18
H -1.43 2.59 3.12 -0.19
H -3.36 1.45 1.94 -0.16
```

[2]
# C2H10O4

4 unconnected molecules or ions with the total composition C2H10O4 at a distorted geometry (ωB97M-V/def2-TZVPD, the Open Molecules 2025 dataset).

The value obtained for the orbital gap is 9.4 eV. As for the maximum force: 3.0 eV/A. The energy above the lowest of the compared OMol25 structures with the same formula, charge and spin is 86.9 kJ/mol. Its net charge is 0. As for the HOMO energy: -8.9 eV. The SMILES is C=CO.O.O.O. For the total energy, the calculation gives -10425.292 eV.

The geometry in XYZ format:
```
16
Properties=species:S:1:pos:R:3:lowdin_charge:R:1
C -1.23 1.61 1.32 0.01
C -0.33 0.61 1.31 -0.29
O -0.86 -0.60 1.60 0.00
H -1.04 2.70 1.30 0.06
H -2.28 1.48 1.25 0.04
H 0.71 0.70 0.93 0.12
H -0.33 -1.31 1.34 0.03
H 1.69 -1.61 -0.04 0.01
H 0.45 -2.03 -0.82 0.05
O 0.92 -2.16 0.03 -0.05
H -1.75 -0.37 -1.81 0.08
H -0.94 -0.03 -0.53 0.00
O -0.84 -0.27 -1.47 -0.06
H 2.66 0.63 -1.72 0.04
H 1.15 0.42 -1.53 0.02
O 2.02 0.23 -1.15 -0.05
```

[3]
# C2H10O4

4 unconnected molecules or ions with the total composition C2H10O4 at a distorted geometry (ωB97M-V/def2-TZVPD, the Open Molecules 2025 dataset).

The value obtained for the orbital gap is 10.9 eV. As for the maximum force: 1.2 eV/A. The energy above the lowest of the compared OMol25 structures with the same formula, charge and spin is 37.1 kJ/mol. Its net charge is 0. As for the HOMO energy: -10.3 eV. The SMILES is CC=O.O.O.O. For the total energy, the calculation gives -10425.808 eV.

The geometry in XYZ format:
```
16
Properties=species:S:1:pos:R:3:lowdin_charge:R:1
O -0.46 -0.71 0.84 0.02
C 0.51 0.01 0.91 -0.29
C 1.81 -0.48 1.48 -0.05
H 0.57 1.05 0.52 0.11
H 2.39 -0.83 0.62 0.09
H 1.68 -1.22 2.27 0.08
H 2.41 0.31 1.91 0.07
H -2.23 0.21 1.45 0.03
H -2.71 0.87 0.19 0.06
O -2.74 0.99 1.16 -0.06
H -1.10 3.79 1.44 0.03
H -1.61 2.39 0.98 -0.02
O -1.00 3.12 0.76 -0.09
H 0.74 -2.42 -5.09 0.03
H 0.63 -3.79 -4.38 0.03
O 1.10 -3.31 -5.06 -0.06
```

[4]
# C2H10O4

4 unconnected molecules or ions with the total composition C2H10O4 at a distorted geometry (ωB97M-V/def2-TZVPD, the Open Molecules 2025 dataset).

The value obtained for the orbital gap is 4.0 eV. As for the maximum force: 4.5 eV/A. The energy above the lowest of the compared OMol25 structures with the same formula, charge and spin is 876.1 kJ/mol. Its net charge is 0. As for the HOMO energy: -8.9 eV. For the total energy, the calculation gives -10417.113 eV.

The geometry in XYZ format:
```
16
Properties=species:S:1:pos:R:3:lowdin_charge:R:1
C -1.18 0.54 1.40 0.12
C -0.97 1.77 0.64 -0.09
O -0.16 1.35 -0.80 -0.05
H -2.19 0.16 1.57 0.12
H -0.63 0.48 2.37 0.11
H -0.43 2.59 1.07 0.11
H -0.23 0.42 -0.55 -0.02
H -0.54 -2.08 -1.62 0.02
H 0.83 -1.19 -1.67 -0.04
O -0.20 -1.22 -1.89 -0.15
H 1.36 -1.01 0.23 -0.03
H 0.22 -0.11 1.19 0.09
O 0.93 -1.07 1.11 -0.04
H 2.88 -1.18 -1.87 -0.01
H -1.87 1.95 0.07 0.11
O 2.17 -1.41 -1.27 -0.25
```

[5]
# C2H10O4Sn

A molecular structure, C2H10O4Sn at a distorted geometry (ωB97M-V/def2-TZVPD, the Open Molecules 2025 dataset).

The value obtained for the orbital gap is 10.2 eV. As for the maximum force: 4.4 eV/A. Its net charge is +2. As for the HOMO energy: -19.1 eV. For the total energy, the calculation gives -16237.739 eV.

The geometry in XYZ format:
```
17
Properties=species:S:1:pos:R:3:lowdin_charge:R:1
Sn 0.25 -0.32 1.53 1.66
O -0.74 1.32 2.55 -0.16
H 0.16 1.65 2.45 0.04
H -1.17 1.98 3.09 0.14
O -0.84 1.17 0.52 -0.13
H -0.68 1.64 -0.30 0.13
H -1.74 1.40 0.75 0.14
C 0.96 -0.42 -1.40 -0.22
C -0.24 -1.29 -1.33 -0.10
O -0.35 -2.07 -0.03 -0.17
O 1.06 0.40 -0.31 -0.23
H 1.02 0.14 -2.33 0.17
H 1.91 -0.95 -1.33 0.16
H -0.44 -1.96 -2.16 0.16
H -1.12 -0.64 -1.29 0.13
H 0.09 -2.92 0.09 0.12
H 1.88 0.86 -0.50 0.17
```

[6]
# C2H10Si2

A single C2H10Si2 molecule at a distorted geometry (ωB97M-V/def2-TZVPD, the Open Molecules 2025 dataset).

The value obtained for the orbital gap is 11.1 eV. As for the maximum force: 3.5 eV/A. The energy above the lowest of the compared OMol25 structures with the same formula, charge and spin is 25.8 kJ/mol. Its net charge is 0. As for the HOMO energy: -10.2 eV. The SMILES is C[SiH2][SiH2]C. For the total energy, the calculation gives -17990.001 eV.

The geometry in XYZ format:
```
14
Properties=species:S:1:pos:R:3:lowdin_charge:R:1
C -1.44 -1.51 -1.45 -0.35
C 1.33 1.64 1.39 -0.34
Si -0.85 -0.65 0.16 0.43
Si 1.19 0.36 0.01 0.43
H -0.71 -2.21 -1.82 0.00
H -2.52 -1.89 -1.20 0.05
H -1.70 -0.81 -2.32 0.03
H 0.87 1.35 2.39 0.05
H 2.23 2.18 1.64 0.01
H 0.80 2.51 0.99 0.00
H -1.72 0.36 0.66 -0.10
H -1.18 -1.85 1.07 -0.05
H 2.43 -0.36 -0.05 -0.11
H 1.26 0.88 -1.48 -0.05
```

[7]
# C2H11N2

2 unconnected molecules or ions with the total composition C2H11N2 at a distorted geometry (ωB97M-V/def2-TZVPD, the Open Molecules 2025 dataset).

The value obtained for the orbital gap is 12.3 eV. As for the maximum force: 2.2 eV/A. The energy above the lowest of the compared OMol25 structures with the same formula, charge and spin is 49.7 kJ/mol. Its net charge is +1. As for the HOMO energy: -15.5 eV. For the total energy, the calculation gives -5226.430 eV.

The geometry in XYZ format:
```
15
Properties=species:S:1:pos:R:3:lowdin_charge:R:1
N -2.22 0.65 -0.07 0.04
H -2.78 0.86 -0.87 0.04
H 1.03 1.18 -0.23 0.17
H -2.26 1.48 0.50 0.05
H -2.80 -0.05 0.39 0.06
C 1.15 -0.68 -1.18 0.01
N 0.66 0.25 -0.09 -0.08
C 0.89 -0.33 1.27 0.00
H 2.17 -0.89 -0.88 0.10
H 0.52 -1.55 -1.21 0.10
H 1.27 -0.09 -2.08 0.10
H -0.37 0.36 -0.25 0.08
H 1.94 -0.52 1.37 0.10
H 0.16 -1.13 1.37 0.11
H 0.65 0.46 1.98 0.10
```

[8]
# C2H11N2

2 unconnected molecules or ions with the total composition C2H11N2 at a distorted geometry (ωB97M-V/def2-TZVPD, the Open Molecules 2025 dataset).

The value obtained for the orbital gap is 12.5 eV. As for the maximum force: 2.6 eV/A. The energy above the lowest of the compared OMol25 structures with the same formula, charge and spin is 93.2 kJ/mol. Its net charge is +1. As for the HOMO energy: -15.8 eV. For the total energy, the calculation gives -5225.979 eV.

The geometry in XYZ format:
```
15
Properties=species:S:1:pos:R:3:lowdin_charge:R:1
N 0.93 1.26 1.57 0.06
H 0.74 1.03 2.57 0.10
H 1.91 0.99 1.64 0.09
H 0.26 0.79 0.34 0.06
H 0.66 2.23 1.52 0.08
C -0.50 -1.68 0.03 -0.08
C -0.60 -0.72 -1.15 -0.19
N -0.07 0.73 -0.78 0.08
H -0.97 -1.16 0.87 0.07
H -1.10 -2.59 -0.27 0.11
H 0.58 -1.76 0.26 0.09
H -0.01 -1.05 -2.00 0.11
H -1.60 -0.60 -1.58 0.12
H -0.72 1.53 -0.92 0.16
H 0.72 1.09 -1.32 0.14
```

Which of these has the highest maximum force? number 4